No. 1
Entry from OMol25: a 13-piece molecular cluster, C29H58Br24NO overall at a distorted geometry (the ωB97M-V functional and the def2-TZVPD basis).

Structure (XYZ):
```
113
Properties=species:S:1:pos:R:3:mulliken_charge:R:1
C 1.66 4.05 -4.22 -1.075
C 1.12 3.08 -5.29 -0.007
C -0.09 3.66 -6.00 -0.194
O -0.09 3.91 -7.22 -0.502
N -1.30 3.98 -5.27 0.073
C -1.77 2.92 -4.40 -0.682
C -1.25 5.31 -4.66 -0.938
H 2.57 3.59 -3.79 0.408
H 0.95 4.10 -3.37 -0.190
H 1.87 2.98 -6.09 0.285
H 0.92 2.04 -4.93 0.181
H -1.67 3.17 -3.34 0.160
H -2.83 2.71 -4.59 0.284
H -1.21 1.99 -4.58 0.289
H -1.32 5.24 -3.56 0.288
H -0.30 5.80 -4.88 0.482
H -2.08 5.94 -5.03 0.251
Br -1.40 3.53 -12.07 -0.212
C -0.64 3.55 -10.27 -0.506
C 0.78 4.03 -10.26 -0.451
Br 2.03 2.69 -10.93 -0.177
H -0.73 2.54 -9.89 0.382
H -1.26 4.22 -9.69 0.340
H 1.08 4.22 -9.23 0.242
H 0.93 4.92 -10.87 0.396
Br 3.82 0.12 -2.76 -0.171
C 2.84 0.11 -1.08 -0.329
C 1.35 0.09 -1.28 -0.036
Br 0.66 1.82 -1.86 -0.183
H 3.16 1.00 -0.53 0.123
H 3.17 -0.78 -0.55 0.308
H 0.87 -0.15 -0.34 -0.304
H 1.05 -0.64 -2.04 0.498
Br -2.16 1.82 0.51 -0.159
C -1.91 2.47 2.32 -0.595
C -0.52 3.02 2.49 -0.618
Br 0.81 1.61 2.57 0.041
H -2.11 1.64 3.00 0.290
H -2.66 3.25 2.48 0.465
H -0.43 3.58 3.42 0.241
H -0.25 3.65 1.65 0.324
Br 5.10 2.37 1.34 -0.130
C 5.53 1.40 2.96 -0.554
C 5.36 -0.08 2.75 -0.515
Br 3.48 -0.58 2.72 -0.058
H 4.88 1.78 3.74 0.327
H 6.56 1.63 3.19 0.401
H 5.80 -0.66 3.56 0.280
H 5.78 -0.41 1.80 0.253
Br -0.05 6.45 3.97 -0.180
C 1.55 6.82 2.92 -0.493
C 2.20 5.56 2.42 -0.292
Br 3.11 4.60 3.84 -0.118
H 2.21 7.40 3.57 0.421
H 1.23 7.44 2.09 0.323
H 2.96 5.80 1.68 0.429
H 1.48 4.87 1.99 -0.135
Br -1.53 -3.51 4.08 -0.217
C -1.28 -1.79 3.18 -0.463
C -1.32 -1.92 1.68 0.466
Br 0.30 -2.73 0.99 -0.026
H -0.33 -1.40 3.53 0.306
H -2.09 -1.16 3.53 0.335
H -1.38 -0.93 1.23 -0.358
H -2.15 -2.53 1.33 0.045
Br -2.35 -5.51 -0.34 -0.100
C -3.22 -5.48 1.40 0.317
C -4.72 -5.49 1.28 -0.484
Br -5.40 -3.76 0.72 -0.163
H -2.86 -4.59 1.91 -0.438
H -2.86 -6.36 1.92 0.144
H -5.18 -5.69 2.24 0.413
H -5.06 -6.21 0.55 0.296
Br 6.81 -2.98 0.64 -0.129
C 5.92 -4.52 1.44 -0.576
C 4.98 -4.12 2.54 -0.112
Br 5.93 -3.60 4.17 -0.141
H 6.71 -5.18 1.79 0.398
H 5.37 -4.99 0.63 0.348
H 4.35 -4.96 2.82 0.226
H 4.36 -3.27 2.27 -0.015
Br -6.20 -6.56 -2.35 -0.149
C -5.18 -5.41 -3.54 -0.573
C -5.01 -4.03 -2.99 -0.107
Br -6.64 -2.97 -3.12 -0.133
H -5.69 -5.42 -4.50 0.414
H -4.20 -5.89 -3.65 0.333
H -4.26 -3.48 -3.55 0.370
H -4.74 -4.04 -1.94 -0.180
Br -0.92 9.49 -0.89 -0.126
C -1.68 9.40 0.90 -0.620
C -2.05 8.00 1.29 -0.465
Br -3.68 7.40 0.41 -0.132
H -2.53 10.07 0.92 0.441
H -0.90 9.78 1.57 0.339
H -2.25 7.94 2.36 0.301
H -1.28 7.28 1.03 0.258
Br -2.70 -6.67 5.82 -0.119
C -2.13 -5.99 7.55 -0.588
C -0.72 -5.49 7.50 -0.296
Br 0.57 -6.94 7.42 -0.149
H -2.26 -6.80 8.26 0.408
H -2.82 -5.18 7.79 0.333
H -0.48 -4.93 8.40 0.356
H -0.54 -4.86 6.63 0.025
Br 1.63 -6.87 1.48 -0.152
C 0.79 -7.18 3.20 -0.294
C 0.40 -8.62 3.38 -0.589
Br -1.16 -9.10 2.33 -0.155
H -0.06 -6.50 3.26 0.158
H 1.53 -6.90 3.95 0.314
H 0.13 -8.81 4.41 0.304
H 1.19 -9.29 3.07 0.420
```

Total charge: -1
LUMO energy, Ha: 0.04209
HOMO energy, eV: -1.75
Frontier orbital gap, eV: 2.90



No. 2
Entry from OMol25: a 5-piece molecular cluster, C29H58Cl2F3N4O6P overall at a distorted geometry (the ωB97M-V functional and the def2-TZVPD basis).

Structure (XYZ):
```
103
Properties=species:S:1:pos:R:3:mulliken_charge:R:1
C 3.73 0.77 0.41 -0.421
N 3.14 1.79 -0.54 -0.321
C 2.07 1.18 -1.43 -0.668
C 0.82 0.49 -0.56 -0.102
N -0.11 -0.10 -1.61 -0.125
C -0.03 -1.61 -1.67 0.042
Cl 1.51 -2.39 -2.45 -0.198
C -1.06 -2.57 -1.17 0.311
C -0.92 -4.23 -1.22 -0.913
Cl -2.64 -1.89 -0.42 -0.213
C 0.06 1.63 0.40 -0.237
C -0.45 2.81 -0.61 -0.727
C -1.95 3.40 -0.29 -0.641
C -3.12 2.56 -1.12 0.105
C -4.21 1.90 -0.07 -0.048
N -5.48 1.41 -0.79 -0.657
O -1.00 0.92 1.13 0.156
C -1.15 1.41 2.52 -0.478
P 0.33 0.99 3.67 0.758
N 0.10 1.93 5.21 -0.718
O 0.36 -0.75 4.05 -0.542
C -2.53 0.74 3.17 0.739
F -2.38 0.33 4.58 -0.283
F -3.63 1.77 3.15 -0.282
F -3.03 -0.44 2.42 -0.225
H 3.46 -0.35 0.10 0.146
H 3.49 1.00 1.53 0.139
H 4.91 0.84 0.28 0.205
H 2.79 2.65 -0.05 0.326
H 2.59 0.33 -2.08 0.250
H 1.69 1.99 -2.20 0.143
H 1.21 -0.41 0.10 0.306
H -1.10 0.24 -1.51 0.249
H -0.19 -4.61 -0.39 0.288
H -1.99 -4.67 -0.94 0.241
H -0.63 -4.54 -2.31 0.271
H 0.91 2.09 1.07 0.305
H 0.31 3.72 -0.49 0.195
H -0.44 2.51 -1.75 0.382
H -1.98 4.50 -0.76 0.438
H -2.19 3.54 0.85 0.146
H -2.62 1.78 -1.85 0.206
H -3.72 3.31 -1.81 -0.301
H -3.70 0.91 0.35 -0.098
H -4.45 2.59 0.84 0.179
H -5.14 1.01 -1.69 0.245
H -5.80 0.55 -0.24 0.316
H -1.31 2.58 2.60 0.174
H 0.82 2.69 5.29 0.309
H -0.86 2.37 5.09 0.307
H 0.20 -1.17 3.14 0.331
C -3.54 -7.73 -4.30 -0.534
C -4.62 -6.72 -4.59 -0.505
C -4.06 -5.46 -3.96 -0.425
O -2.63 -5.56 -4.04 -0.347
C -2.28 -6.89 -4.42 -0.406
H -3.55 -8.59 -4.97 0.328
H -3.64 -8.09 -3.27 0.269
H -4.71 -6.58 -5.68 0.253
H -5.60 -6.99 -4.20 0.321
H -4.33 -5.39 -2.90 0.240
H -4.39 -4.55 -4.47 0.281
H -1.93 -6.86 -5.46 0.273
H -1.47 -7.26 -3.79 0.256
C 8.18 -2.16 0.14 -0.570
C 9.11 -1.40 1.05 -0.534
C 8.43 -0.05 1.13 -0.481
O 7.03 -0.28 0.98 -0.335
C 6.82 -1.63 0.54 -0.307
H 8.26 -3.25 0.24 0.339
H 8.39 -1.90 -0.91 0.276
H 9.12 -1.87 2.04 0.256
H 10.13 -1.35 0.68 0.328
H 8.76 0.60 0.31 0.264
H 8.63 0.46 2.08 0.258
H 6.41 -2.19 1.39 0.258
H 6.10 -1.65 -0.27 0.247
C 4.84 0.54 6.65 -0.574
C 4.04 -0.74 6.65 -0.527
C 3.06 -0.50 5.52 -0.413
O 3.73 0.34 4.57 -0.304
C 4.93 0.85 5.17 -0.427
H 5.83 0.44 7.12 0.341
H 4.29 1.33 7.17 0.248
H 4.69 -1.59 6.41 0.261
H 3.54 -0.94 7.60 0.341
H 2.17 0.03 5.87 0.248
H 2.75 -1.43 5.03 0.211
H 5.78 0.35 4.70 0.255
H 5.01 1.93 4.97 0.276
C -6.58 5.21 -3.04 -0.585
C -6.39 5.88 -4.38 -0.530
C -5.08 5.27 -4.84 -0.412
O -5.01 3.95 -4.28 -0.392
C -6.04 3.82 -3.29 0.020
H -7.62 5.21 -2.70 0.373
H -5.98 5.72 -2.28 0.245
H -7.20 5.59 -5.06 0.257
H -6.36 6.97 -4.33 0.334
H -4.22 5.84 -4.47 0.259
H -5.01 5.21 -5.93 0.265
H -6.81 3.16 -3.70 0.293
H -5.63 3.36 -2.39 -0.077
```

Structure (SMILES): CNC[C@H](N/C(Cl)=C(/C)Cl)[C@@H](CCCCN)O[C@H](P(N)O)C(F)(F)F.C1CCOC1.C1CCOC1.C1CCOC1.C1CCOC1
LUMO energy, Ha: 0.01892
HOMO energy, eV: -8.21
Frontier orbital gap, eV: 8.73